This record from OMol25 describes 3 unconnected molecules or ions with the total composition C29H42O7. The level of theory is ωB97M-V with the def2-TZVPD basis set.

The total energy is -1656.646788 Eh. As for the maximum force: 5.1 eV Å⁻¹. For the HOMO-LUMO gap, the calculation gives 7.66 eV.

ORCA input file:
```
! RIJCOSX wB97M-V def2-TZVPD def2/J DEFGRID3
* xyz 0 1
C 2.7428 4.2502 8.4632
C 1.2518 4.6688 7.9343
C 1.4361 5.6890 6.6991
C 0.2732 5.3376 5.6267
O -0.9905 4.9516 6.2440
C -1.3631 3.6377 5.7720
O -1.3974 2.6701 6.5807
C -1.7106 3.4181 4.2187
C -1.9701 1.8827 3.8324
C -2.5529 1.7141 2.3199
C -2.2971 0.2161 1.7990
C -1.4849 0.1045 0.4202
C -0.1844 1.0395 0.3166
C 0.0916 1.2571 -1.2767
C 0.5746 -0.1297 -1.9732
C 1.9166 0.0789 -2.8233
C 2.6081 -1.2896 -3.3177
C 2.7034 -2.4207 -2.1864
O 3.7552 -3.3972 -2.4244
C 3.9513 -4.0335 -1.1128
H 2.9318 3.1612 8.1303
H 2.7048 4.2810 9.6028
H 3.5310 4.9593 8.0392
H 0.7529 3.6804 7.6364
H 0.6967 5.2097 8.7783
H 1.3215 6.7864 7.0230
H 2.4351 5.5108 6.1542
H 0.6906 4.4635 4.9968
H 0.0674 6.2697 4.9964
H -0.8447 3.8092 3.5830
H -2.6085 4.1041 3.9978
H -2.8215 1.5197 4.5234
H -1.0771 1.2002 4.0325
H -3.6944 1.8617 2.4349
H -2.2036 2.5365 1.6128
H -1.8393 -0.4805 2.5997
H -3.3440 -0.2337 1.5929
H -1.1028 -0.9864 0.3569
H -2.1183 0.2647 -0.5206
H 0.7714 0.5260 0.7134
H -0.2954 2.0766 0.7752
H 0.8317 2.0999 -1.4855
H -0.9058 1.5228 -1.7732
H -0.2412 -0.4565 -2.7071
H 0.6527 -0.9556 -1.1823
H 1.6911 0.6887 -3.7643
H 2.6650 0.6724 -2.1881
H 3.6881 -1.0055 -3.6216
H 2.1171 -1.6856 -4.2775
H 1.6991 -2.9706 -2.1743
H 2.8651 -1.8796 -1.1823
H 4.4630 -5.0372 -1.2762
H 2.8977 -4.1741 -0.6661
H 4.5654 -3.3719 -0.4113
C -1.8327 -4.7601 -0.7772
C -2.5964 -5.7347 -1.2721
C -2.3000 -6.3503 -2.5836
O -2.9974 -7.2380 -3.0366
C -1.1241 -5.8448 -3.3233
C -0.3605 -4.8703 -2.8282
C -0.6570 -4.2551 -1.5174
O 0.0415 -3.3660 -1.0645
H -2.0354 -4.2974 0.1807
H -3.4606 -6.1168 -0.7429
H -0.9213 -6.3071 -4.2812
H 0.5037 -4.4881 -3.3574
C 0.1525 -1.7964 -6.8608
C 0.1144 -1.1742 -8.0396
C -0.9216 -0.1630 -8.3397
O -0.9584 0.4036 -9.4151
C -1.9120 0.1325 -7.2823
C -1.8737 -0.4898 -6.1035
C -0.8379 -1.5008 -5.8037
O -0.8010 -2.0678 -4.7273
H 0.9036 -2.5399 -6.6242
H 0.8325 -1.3783 -8.8242
H -2.6630 0.8760 -7.5187
H -2.5917 -0.2858 -5.3187
*
```

This record from OMol25 describes C5H12N2 in the gas phase. The level of theory is ωB97M-V with the def2-TZVPD basis set.

The total energy is -307.087447 Eh. As for the maximum force: 7.0 eV Å⁻¹. For the HOMO-LUMO gap, the calculation gives 9.26 eV. The value obtained for the energy above the lowest of the compared OMol25 structures with the same formula, charge and spin is 3.861 eV.

ORCA input file:
```
! RIJCOSX wB97M-V def2-TZVPD def2/J DEFGRID3
* xyz 0 1
C 0.9232 0.8888 -2.0046
C 0.3350 0.6586 -0.5952
C -1.0032 -0.1244 -0.4556
C -0.8646 -0.4874 1.0783
C 0.0431 -2.5324 1.7566
N 0.2478 -1.2666 1.4263
N 0.5679 1.8482 0.2473
H 0.8033 0.0736 -2.6531
H 1.9434 1.3834 -2.0296
H 0.1327 1.6583 -2.2657
H 1.0911 -0.2112 -0.3424
H -1.7693 0.6660 -0.5455
H -1.2628 -0.9372 -1.2408
H -0.7016 0.5927 1.5702
H -1.8611 -0.8483 1.2087
H 1.0148 -3.0707 1.8291
H -0.9608 -2.9227 2.0451
H 0.0807 2.0828 0.9637
H 1.2404 2.5484 0.0072
*
```

This record from OMol25 describes 2 unconnected molecules or ions with the total composition C10H10F2NS. The level of theory is ωB97M-V with the def2-TZVPD basis set.

The total energy is -1039.287510 Eh. As for the maximum force: 4.6 eV Å⁻¹. For the HOMO-LUMO gap (spin up / spin down), the calculation gives 4.22 / 4.23 eV.

ORCA input file:
```
! RIJCOSX wB97M-V def2-TZVPD def2/J DEFGRID3
* xyz 1 1
C 0.2791 -2.5544 1.0229
C 1.2677 -2.0426 1.7739
C -0.5945 -1.7909 0.2803
C 1.3039 -0.6526 1.9384
C -0.5426 -0.4141 0.3111
C 0.4332 0.1208 1.1949
C -0.9769 1.8331 0.1441
C -1.9825 -0.5410 -2.4212
C -2.2920 0.4125 -1.3237
C 3.0430 3.2712 0.3485
N -1.2876 0.5709 -0.2199
F 4.0598 3.4130 1.1932
F 3.0926 2.2136 -0.3708
S 0.2526 1.8527 1.3309
H 0.2814 -3.6352 0.8663
H 2.0749 -2.5925 2.2647
H -1.3692 -2.2174 -0.3918
H 2.0550 -0.2732 2.6889
H -1.6344 -1.5446 -2.0725
H -1.1124 -0.1904 -3.0530
H -2.8832 -0.6357 -3.0117
H -3.2322 0.1034 -0.8071
H -2.4099 1.4018 -1.7376
H 2.1743 3.8915 0.0510
*
```

This record from OMol25 describes 3 unconnected molecules or ions with the total composition C25H46N5O5. The level of theory is ωB97M-V with the def2-TZVPD basis set.

The total energy is -1629.382599 Eh. As for the maximum force: 9.3 eV Å⁻¹. For the HOMO-LUMO gap (spin up / spin down), the calculation gives 5.79 / 6.35 eV.

ORCA input file:
```
! RIJCOSX wB97M-V def2-TZVPD def2/J DEFGRID3
* xyz 1 3
N -0.2288 5.4214 2.6172
C -1.6034 4.8766 2.1742
C -1.2314 3.6653 1.0832
C -0.8411 4.0630 -0.4942
C -0.8522 5.6065 -1.0481
C 0.1362 5.7360 -2.3545
O -0.3317 5.3697 -3.5648
O 1.4925 6.2870 -2.1366
C -0.4337 2.7758 -1.4828
C -0.5130 1.2964 -0.7044
N -0.9230 1.0945 0.7129
N -1.2227 2.2012 1.4463
O -1.5530 1.9546 2.7588
H 0.5051 4.8916 2.0695
H -0.0713 5.0877 3.6142
H -2.1194 4.4753 3.1451
H -2.1556 5.7835 1.6768
H -0.6523 6.3964 -0.2081
H -1.9586 5.8049 -1.4494
H 1.5898 6.4025 -1.1363
H -0.1027 2.9016 -2.6066
H -0.2180 0.3596 -1.3749
H -2.5552 1.8433 2.8399
C 1.4868 -1.8309 4.3792
C 1.8118 -0.3395 4.0788
C 1.9651 -0.1818 2.5421
C 3.2557 -0.8156 2.0159
C 4.4814 -0.2935 2.7602
C 4.3563 -0.3594 4.3093
N 3.0385 0.1312 4.8144
O 3.0607 1.5405 4.7351
C 4.5760 -1.8069 4.8127
C 5.5660 0.4217 4.9203
C 0.5395 0.4042 4.5965
H 0.4207 -2.0415 4.2186
H 2.0087 -2.5368 3.7311
H 1.7028 -2.0879 5.4241
H 1.9529 0.8796 2.2622
H 1.1094 -0.6389 2.0287
H 3.2149 -1.9073 2.0926
H 3.3606 -0.5996 0.9458
H 5.3676 -0.8493 2.4361
H 4.6455 0.7461 2.4461
H 4.4048 -1.8706 5.8933
H 5.6052 -2.1395 4.6277
H 3.9405 -2.5426 4.3243
H 5.6340 1.4547 4.5509
H 6.5163 -0.0559 4.6621
H 5.5044 0.4562 6.0181
H 0.3927 0.2045 5.6657
H -0.3614 0.0632 4.0704
H 0.5764 1.4899 4.4618
C -4.1830 -4.0407 -3.6631
C -3.8580 -2.5493 -3.9635
C -3.7047 -2.3916 -5.5002
C -2.4141 -3.0254 -6.0263
C -1.1884 -2.5033 -5.2820
C -1.3135 -2.5692 -3.7330
N -2.6313 -2.0786 -3.2279
O -2.6091 -0.6693 -3.3072
C -1.0938 -4.0166 -3.2295
C -0.1038 -1.7880 -3.1219
C -5.1303 -1.8055 -3.4458
H -5.2491 -4.2512 -3.8236
H -3.6611 -4.7466 -4.3112
H -3.9670 -4.2977 -2.6181
H -3.7169 -1.3301 -5.7801
H -4.5604 -2.8487 -6.0135
H -2.4549 -4.1170 -5.9497
H -2.3092 -2.8093 -7.0965
H -0.3022 -3.0591 -5.6061
H -1.0243 -1.4636 -5.5962
H -1.2650 -4.0803 -2.1490
H -0.0646 -4.3493 -3.4145
H -1.7293 -4.7524 -3.7180
H -0.0358 -0.7551 -3.4913
H 0.8465 -2.2656 -3.3802
H -0.1654 -1.7536 -2.0242
H -5.2771 -2.0052 -2.3766
H -6.0312 -2.1465 -3.9719
H -5.0934 -0.7199 -3.5804
*
```